# 1
# C33H37Br3N4O14

A 7-piece molecular cluster, C33H37Br3N4O14 overall (ωB97M-V with the def2-TZVPD basis set, OMol25).

Structure (XYZ):
```
91
Properties=species:S:1:pos:R:3:mulliken_charge:R:1
C -15.373 -10.821 28.271 -0.383
C -15.419 -9.698 27.466 -0.421
C -15.027 -9.814 26.141 -0.329
C -14.737 -11.068 25.631 0.159
C -14.679 -12.174 26.474 -0.325
C -15.059 -12.030 27.764 -0.370
N -14.385 -11.237 24.175 0.962
O -14.377 -12.354 23.717 -0.588
O -14.063 -10.250 23.588 -0.577
H -15.629 -10.729 29.316 0.354
H -15.694 -8.705 27.793 0.366
H -14.983 -8.937 25.512 0.406
H -14.508 -13.159 26.064 0.395
H -15.083 -12.969 28.296 0.348
C -4.887 -4.728 15.958 -0.507
C -3.933 -4.163 15.123 -0.327
C -4.100 -2.887 14.502 -0.369
C -5.308 -2.213 14.727 0.224
C -6.306 -2.882 15.511 -0.263
C -6.099 -4.115 16.071 -0.381
N -5.475 -0.859 14.267 0.916
O -6.264 -0.146 14.774 -0.571
O -4.841 -0.503 13.284 -0.569
H -4.632 -5.730 16.269 0.354
H -2.965 -4.613 14.957 0.343
H -3.408 -2.432 13.808 0.417
H -7.260 -2.434 15.749 0.371
H -6.828 -4.550 16.738 0.362
C -7.926 -11.605 26.838 -0.347
C -7.991 -11.309 25.431 -0.466
C -8.044 -9.996 25.017 -0.243
C -7.919 -8.930 25.934 -0.010
C -7.772 -9.270 27.285 -0.176
C -7.846 -10.589 27.708 -0.470
N -7.801 -7.597 25.395 0.932
O -7.460 -6.744 26.253 -0.570
O -7.907 -7.343 24.208 -0.568
H -7.983 -12.660 27.060 0.371
H -7.933 -12.210 24.838 0.368
H -8.109 -9.880 23.945 0.397
H -7.664 -8.491 28.025 0.424
H -7.786 -10.821 28.761 0.359
C -17.678 -3.936 9.505 -0.397
C -18.773 -4.668 8.914 -0.524
C -19.117 -5.930 9.434 -0.238
C -18.304 -6.560 10.360 0.343
C -17.129 -5.906 10.867 -0.324
C -16.775 -4.630 10.432 -0.456
N -18.642 -7.881 10.882 0.799
O -17.634 -8.578 11.157 -0.500
O -19.784 -8.381 10.837 -0.544
H -17.383 -2.947 9.185 0.359
H -19.367 -4.160 8.168 0.355
H -19.944 -6.526 9.078 0.404
H -16.546 -6.374 11.646 0.359
H -15.951 -4.061 10.836 0.364
C -5.634 -2.517 3.181 -1.182
C -5.361 -2.714 4.698 -0.196
O -6.508 -2.908 5.394 -0.256
C -6.503 -3.220 6.714 0.742
O -5.505 -3.281 7.454 -0.585
O -7.730 -3.425 7.034 -0.298
C -8.005 -3.815 8.369 -0.656
H -6.256 -1.658 2.931 0.318
H -6.225 -3.381 2.877 0.308
H -4.689 -2.312 2.678 0.358
H -4.816 -1.854 5.088 0.302
H -4.827 -3.646 4.881 0.302
H -7.332 -4.588 8.738 0.308
H -9.032 -4.168 8.458 0.234
H -7.946 -2.944 9.022 0.300
C -18.203 -22.546 18.673 -1.057
C -17.248 -22.392 17.431 -0.272
O -17.689 -21.319 16.587 -0.262
C -16.811 -20.522 15.927 0.780
O -15.574 -20.504 16.036 -0.591
O -17.546 -19.732 15.163 -0.314
C -16.945 -18.608 14.511 -0.620
H -18.680 -21.608 18.956 0.320
H -17.600 -22.940 19.491 0.332
H -19.034 -23.205 18.422 0.285
H -17.087 -23.337 16.912 0.307
H -16.293 -22.071 17.849 0.284
H -16.600 -17.885 15.250 0.291
H -17.725 -18.172 13.886 0.219
H -16.120 -18.940 13.881 0.300
C -11.095 -10.790 16.181 -0.326
Br -11.154 -9.560 14.622 -0.015
Br -9.287 -10.714 17.023 -0.010
Br -11.589 -12.679 15.637 -0.016
H -11.860 -10.389 16.846 0.367
```

Calculated values
HOMO energy	-9.988	eV
DFT total energy	-10273.626644	Eh
SMILES	O=[N+]([O-])c1ccccc1.O=[N+]([O-])c1ccccc1.O=[N+]([O-])c1ccccc1.O=[N+]([O-])c1ccccc1.CCOC(=O)OC.CCOC(=O)OC.BrC(Br)Br
largest force on an atom	3.972	eV/A
gap between HOMO and LUMO	9.18	eV

# 2
# C7H11N

A 2-piece molecular cluster, C7H11N overall (ωB97M-V with the def2-TZVPD basis set, OMol25).

Structure (XYZ):
```
19
Properties=species:S:1:pos:R:3:mulliken_charge:R:1
C 1.795 1.062 -0.533 -0.613
C 0.710 1.398 0.306 -0.464
C 0.295 0.470 1.216 -0.224
C 0.703 -0.918 1.005 -0.469
C 1.506 -1.256 -0.026 -0.143
C 2.193 -0.275 -0.821 -0.443
C -1.846 0.107 0.253 -0.588
H 2.115 1.757 -1.113 0.514
H 0.164 2.332 0.372 0.379
H -0.626 0.569 1.851 0.531
H 0.513 -1.872 1.548 0.275
H 1.667 -2.314 -0.410 0.281
H 2.987 -0.585 -1.490 0.402
H -1.992 0.146 -1.768 0.258
H -2.479 -1.295 -0.984 0.252
H -2.154 -0.514 1.106 0.410
H -0.715 0.205 0.053 0.035
H -2.281 1.193 0.401 0.235
N -2.555 -0.211 -0.966 -0.628
```

Calculated values
HOMO energy	-7.884	eV
DFT total energy	-327.921635	Eh
relative energy (zero: lowest compared OMol25 entry of this formula, charge and spin)	104.4	kcal/mol
SMILES	c1ccccc1.CN
largest force on an atom	6.280	eV/A
gap between HOMO and LUMO	8.65	eV

# 3
# C30H31MoN2O5

C30H31MoN2O5 as an isolated structure (ωB97M-V with the def2-TZVPD basis set, OMol25).

Structure (XYZ):
```
69
Properties=species:S:1:pos:R:3:mulliken_charge:R:1
Mo -0.406 -0.144 -0.256 -1.126
O -4.555 -2.564 3.665 -0.449
C -3.871 -2.100 2.811 0.325
C -3.319 -0.652 2.768 -0.149
O -3.623 0.261 3.488 -0.574
C -2.391 -0.686 1.647 0.328
C -2.317 -1.906 0.994 1.079
O -1.422 -2.033 0.091 -0.429
C -3.281 -2.873 1.601 -0.203
O -3.573 -3.968 1.228 -0.494
O -1.453 0.152 1.193 -0.541
C 1.782 2.141 -0.460 -1.547
N 0.399 1.817 -0.875 0.457
C -0.452 2.993 -0.583 -0.975
C 0.393 1.518 -2.339 -1.040
C 0.781 0.074 -2.632 1.591
C 1.775 -0.212 -3.560 -0.926
C 2.024 -1.525 -3.937 -0.667
C 1.265 -2.567 -3.414 -0.671
C 0.285 -2.297 -2.474 -0.509
C 0.045 -0.994 -2.060 0.221
H 2.130 3.032 -0.989 0.454
H 2.449 1.310 -0.681 0.526
H 1.803 2.342 0.610 0.293
H -0.047 3.884 -1.070 0.368
H -0.482 3.163 0.492 0.313
H -1.466 2.831 -0.938 0.193
H 1.064 2.207 -2.856 0.566
H -0.618 1.692 -2.711 0.258
H 2.334 0.597 -4.015 0.469
H 2.811 -1.733 -4.650 0.435
H 1.454 -3.587 -3.721 0.463
H -0.287 -3.101 -2.024 0.544
N -2.671 0.180 -1.434 -0.108
C -3.421 1.413 -1.391 -0.116
C -3.856 1.940 -0.179 0.180
C -4.535 3.149 -0.154 -0.918
C -4.778 3.842 -1.331 -0.445
C -4.352 3.312 -2.539 -0.850
C -3.682 2.098 -2.571 -0.177
H -2.602 -0.129 -2.397 0.371
H -3.180 -0.550 -0.943 0.197
H -3.682 1.418 0.751 0.356
H -4.872 3.544 0.795 0.454
H -5.306 4.786 -1.304 0.411
H -4.558 3.832 -3.465 0.405
H -3.358 1.681 -3.520 0.429
C 0.850 -2.123 2.526 -2.204
C 1.691 -0.933 1.997 3.441
C 1.373 0.289 2.879 -1.576
C 1.266 -0.713 0.561 0.294
C 3.188 -1.257 1.993 -0.416
C 3.635 -2.575 1.936 -0.266
C 4.984 -2.866 1.800 -0.900
C 5.916 -1.844 1.713 -0.449
C 5.486 -0.528 1.772 -0.948
C 4.136 -0.239 1.908 -0.141
H -0.145 -1.778 2.800 0.314
H 1.323 -2.536 3.416 0.605
H 0.744 -2.914 1.783 0.468
H 0.324 0.568 2.792 0.301
H 1.978 1.156 2.619 0.299
H 1.575 0.043 3.922 0.450
H 2.053 -1.056 -0.119 1.078
H 2.933 -3.396 2.003 0.378
H 5.306 -3.899 1.763 0.404
H 6.968 -2.071 1.602 0.414
H 6.204 0.280 1.717 0.403
H 3.837 0.801 1.956 0.282
```

Calculated values
HOMO energy	-11.751	eV
charge	+1
DFT total energy	-1715.376843	Eh
relative energy (zero: lowest compared OMol25 entry of this formula, charge and spin)	31.4	kcal/mol
largest force on an atom	2.041	eV/A
gap between HOMO and LUMO	6.81	eV

# 4
# C3H2N3O3S

An isolated ion of composition C3H2N3O3S and charge -1 (ωB97M-V with the def2-TZVPD basis set, OMol25).

Structure (XYZ):
```
12
Properties=species:S:1:pos:R:3:mulliken_charge:R:1
C 1.039 -0.209 0.050 -0.245
C -0.908 1.644 0.107 0.074
C 0.065 -1.175 0.169 0.493
N -1.693 0.584 -0.068 -0.086
N -1.245 -0.758 -0.109 -0.266
N 2.358 -0.013 -0.010 0.824
O 0.179 -2.361 0.488 -0.698
O 2.862 1.076 0.266 -0.638
O 2.999 -1.000 -0.496 -0.619
S -1.326 3.176 0.031 -0.375
H -2.539 0.556 -0.666 0.258
H -1.791 -1.519 0.236 0.277
```

Calculated values
HOMO energy (spin up / spin down)	-4.428 / -4.224	eV
charge	-1
DFT total energy	-903.485987	Eh
largest force on an atom	2.299	eV/A
gap between HOMO and LUMO (spin up / spin down)	6.80 / 7.43	eV

# 5
# C3H5NO2

A 2-piece molecular cluster, C3H5NO2 overall (ωB97M-V with the def2-TZVPD basis set, OMol25).

Structure (XYZ):
```
11
Properties=species:S:1:pos:R:3:mulliken_charge:R:1
C -0.270 -0.247 -1.463 -0.872
C -0.408 -0.843 -0.087 0.230
O -0.012 -1.922 0.274 -0.545
N 0.913 0.723 0.929 -0.497
C -0.002 1.022 1.678 0.762
O -0.897 1.325 2.360 -0.401
H -0.450 0.833 -1.446 0.271
H -1.060 -0.731 -2.046 0.319
H 0.694 -0.457 -1.928 0.289
H 1.863 0.877 1.212 0.233
H -1.089 -0.220 0.560 0.210
```

Calculated values
HOMO energy	-9.603	eV
DFT total energy	-322.515108	Eh
relative energy (zero: lowest compared OMol25 entry of this formula, charge and spin)	37.2	kcal/mol
SMILES	N=C=O.CC=O
largest force on an atom	1.401	eV/A
gap between HOMO and LUMO	10.21	eV

# 6
# C10H15NO

A 2-piece molecular cluster, C10H15NO overall (ωB97M-V with the def2-TZVPD basis set, OMol25).

Structure (XYZ):
```
27
Properties=species:S:1:pos:R:3:mulliken_charge:R:1
C -2.773 -0.182 0.911 0.418
C -1.633 2.537 -1.204 -0.349
C -1.194 -1.683 -2.189 -0.986
C -1.279 2.423 0.034 -0.491
C -2.230 -1.334 -1.416 0.293
C -1.380 -0.121 0.810 -0.280
C 3.626 -0.166 0.317 -1.313
C -0.086 -0.481 1.418 -0.490
C 2.438 -0.420 1.238 -0.428
C 1.115 -0.096 0.550 0.023
N -2.159 -0.666 -0.245 0.045
O -3.847 -0.013 1.388 -0.590
H -1.697 3.487 -1.732 0.272
H -1.898 1.673 -1.802 0.188
H -1.359 -2.209 -3.111 0.281
H -0.183 -1.428 -1.940 0.191
H -0.991 3.062 0.837 0.361
H -3.247 -1.571 -1.705 0.328
H 3.559 -0.799 -0.568 0.317
H 4.559 -0.390 0.829 0.396
H 3.645 0.874 -0.006 0.325
H -0.016 0.013 2.391 0.350
H -0.068 -1.566 1.587 0.339
H 2.538 0.190 2.137 0.339
H 2.439 -1.467 1.547 0.343
H 1.058 0.970 0.321 0.267
H 1.063 -0.638 -0.396 -0.150
```

Calculated values
HOMO energy (spin up / spin down)	-8.099 / -7.370	eV
DFT total energy	-519.803436	Eh
relative energy (zero: lowest compared OMol25 entry of this formula, charge and spin)	161.6	kcal/mol
largest force on an atom	1.752	eV/A
gap between HOMO and LUMO (spin up / spin down)	7.94 / 7.54	eV

> Among the records above, which one has the highest DFT total energy?

C3H5NO2

> Which formula does entry 5 have?

C3H5NO2